No. 1
Computed, not measured: a molecular structure, C2H7NSi in a non-equilibrium geometry, with the ωB97M-V functional and the def2-TZVPD basis.

Properties
Energy   -424.547000 a.u.
2S+1   1
ΔE to the lowest compared entry with this formula, charge and spin   45.82 kcal per mole
Orbital gap   8.44 eV

CARTESIAN COORDINATES (ANGSTROEM)
Si 0.68334 -0.75249 0.42055
N -1.54687 0.08309 0.79226
C 1.71368 0.64910 -0.37885
C -2.42042 0.02704 -0.06419
H 1.59564 0.95425 -1.41208
H 1.59039 1.55003 0.27310
H -2.31409 -0.41886 -1.03718
H 0.87354 -0.75944 1.84456
H -3.42247 0.43532 0.07829
H 2.79402 0.38868 -0.23578
H 0.45324 -2.15673 -0.28068

---

No. 2
Computed, not measured: 2 unconnected molecules or ions with the total composition C2H7O, with the ωB97M-V functional and the def2-TZVPD basis.

Properties
Energy   -155.603921 a.u.
2S+1   1
Charge   -1
ΔE to the lowest compared entry with this formula, charge and spin   2.32 kcal per mole
Orbital gap   6.61 eV

CARTESIAN COORDINATES (ANGSTROEM)
O -0.61569 -1.64265 1.58292
C 0.01080 0.13268 -0.90496
C 0.70041 1.50852 -0.73730
H -0.19003 -0.33096 0.07872
H 0.62274 -0.59196 -1.44558
H 1.18343 1.52486 0.24006
H 1.46574 1.71661 -1.50119
H -1.43223 -1.72682 2.10331
H -0.93416 0.25440 -1.44072
H -0.08205 2.26744 -0.84737

---

No. 3
Computed, not measured: 2 unconnected molecules or ions with the total composition C2H7O in a non-equilibrium geometry, with the ωB97M-V functional and the def2-TZVPD basis.

Properties
Energy   -155.535505 a.u.
2S+1   2
ΔE to the lowest compared entry with this formula, charge and spin   7.82 kcal per mole
Orbital gap (alpha / beta)   11.98 / 8.90 eV

CARTESIAN COORDINATES (ANGSTROEM)
O 0.35142 -1.00949 4.21271
C 3.22242 0.28766 4.26836
C 0.16529 -0.88986 5.55637
H 2.87979 1.17110 4.82021
H 0.89911 -1.46934 6.14416
H -0.83526 -1.33614 5.75581
H 0.12536 0.16126 5.89194
H 3.60152 -0.45626 4.97843
H 2.26847 -0.18219 3.79872
H 3.96264 0.54272 3.50260